268
Properties=species:S:1:pos:R:3:forces:R:3:mulliken_charge:R:1 method="wB97M-V/def2-TZVPD" lumo_energy_ha=0.0107 e_tot_ev=-197305.138 spin_multiplicity=1 homo_energy_ev=-8.22 de_lowest_kcal_mol=0.0 charge=0 smiles="CN(C)P(=O)(N(C)C)N(C)C.CN(C)P(=O)(N(C)C)N(C)C.CN(C)P(=O)(N(C)C)N(C)C.CN(C)P(=O)(N(C)C)N(C)C.CN(C)P(=O)(N(C)C)N(C)C.CN(C)P(=O)(N(C)C)N(C)C.CN(C)P(=O)(N(C)C)N(C)C.CN(C)P(=O)(N(C)C)N(C)C.CCCC#N.CCCC#N.CC#N.CC#N"
C -7.201327 -6.121311 3.008991 0.2995 -0.0068 0.4396 -1.086
N -6.957867 -4.939917 2.165100 -1.2355 -0.1026 1.5245 0.395
C -8.243450 -4.341825 1.768466 -0.0518 -0.1994 0.4828 -1.019
P -5.814781 -5.027520 1.037346 1.9506 -0.4109 -1.4628 0.144
O -6.075106 -5.841367 -0.157652 -0.1601 -0.2166 -0.4520 -0.970
N -5.555852 -3.441068 0.623309 0.2759 0.4831 -0.0398 0.657
C -4.802898 -3.146557 -0.622214 -0.6019 -0.5767 0.4474 -1.198
C -5.194895 -2.495608 1.680834 -0.1888 0.0299 -0.1966 -0.976
N -4.468090 -5.640345 1.805704 0.2844 -0.1665 0.3357 0.467
C -3.491410 -6.427075 1.021983 -0.7420 -0.0527 0.4603 -1.084
C -3.964345 -5.212680 3.114684 -0.7837 -0.0083 -0.2828 -1.221
H -7.791099 -6.908116 2.526732 -0.2782 0.3225 -0.1067 0.318
H -7.677132 -5.771747 3.933045 -0.1917 -0.2004 -0.2328 0.380
H -6.291783 -6.630752 3.324517 0.2538 0.3325 -0.2239 0.359
H -8.859784 -4.376278 2.674523 -0.1615 0.0611 -0.3395 0.438
H -8.696622 -4.937676 0.973663 -0.2098 0.0629 0.0115 0.318
H -8.183954 -3.302486 1.450200 0.3904 -0.0840 -0.0569 0.165
H -5.180385 -2.182244 -0.946898 0.6093 0.2992 -0.2000 0.393
H -3.719378 -3.214305 -0.447130 -0.0364 0.5617 -0.0055 0.190
H -5.008667 -3.837175 -1.436045 -0.3604 -0.1897 0.2334 0.428
H -5.865983 -2.588366 2.543406 0.0213 0.1377 -0.2711 0.460
H -4.170746 -2.615191 2.055559 0.1377 -0.1522 -0.1063 0.084
H -5.244211 -1.485270 1.254717 -0.1933 -0.0346 0.2270 0.217
H -2.911290 -5.800220 0.342351 0.1476 0.0036 0.0262 0.221
H -2.839494 -6.895627 1.763828 0.1568 -0.0526 -0.2953 0.441
H -3.996852 -7.208017 0.438822 0.1099 0.3116 0.1604 0.293
H -3.007548 -4.687989 3.011081 -0.0594 -0.0809 0.2281 0.384
H -3.879731 -6.083678 3.771114 0.4202 -0.0426 -0.0260 0.363
H -4.697702 -4.570794 3.620201 0.2266 0.0761 -0.3010 0.341
C -8.688163 3.201056 3.469251 -0.1626 -0.5131 -0.1958 -0.927
N -7.254236 3.041628 3.244509 0.0942 -0.0793 -0.6002 0.227
C -6.470208 4.184295 3.646787 0.3799 0.4600 0.5667 -0.816
P -6.694625 1.490404 3.523682 0.1730 0.5192 0.6515 -0.075
O -6.852107 1.022759 4.911235 -0.1321 -0.2815 0.3242 -0.987
N -7.550110 0.560976 2.487435 -0.6234 -0.7876 -0.5369 0.829
C -8.583472 -0.360914 2.978932 0.1570 0.0873 -0.2724 -1.251
C -7.669064 0.859488 1.070525 -0.1667 0.5468 -0.1242 -1.294
N -5.088807 1.528244 3.116968 0.6076 -0.4200 0.0928 1.144
C -4.604097 1.884658 1.793859 0.1492 -0.3986 0.0657 -0.164
C -4.230125 0.532986 3.830603 -0.5025 0.6973 0.0150 0.034
H -8.982441 2.994254 4.502723 0.1173 0.3823 0.1890 0.322
H -9.254699 2.456925 2.888235 0.2028 0.4375 -0.1492 0.199
H -8.944397 4.219085 3.166969 -0.3033 -0.2483 0.0848 0.391
H -5.578890 4.314877 3.023283 0.0205 -0.2520 0.3666 0.128
H -6.235787 4.183847 4.723244 0.3942 -0.2265 -0.1880 0.279
H -7.025229 5.110607 3.538316 -0.4138 0.0209 -0.3686 0.483
H -9.503239 0.160510 3.276240 0.2227 0.0042 0.3319 0.264
H -8.893912 -0.992802 2.150011 0.2213 -0.2244 -0.0862 0.458
H -8.184032 -0.990144 3.770304 -0.2170 0.1433 0.1532 0.280
H -7.146969 0.160047 0.418964 -0.0104 -0.4058 0.0944 0.149
H -8.736648 0.852362 0.810742 0.2519 0.1519 -0.1843 0.521
H -7.249618 1.842750 0.836103 -0.2269 -0.0142 0.1378 0.448
H -3.518993 1.869019 1.830665 0.2451 0.2592 0.0404 -0.675
H -4.850238 1.113884 1.050427 -0.2525 0.3233 -0.1872 -0.056
H -4.912480 2.892314 1.499315 -0.1646 -0.3127 -0.1515 0.341
H -4.235383 -0.500428 3.436497 -0.3444 0.3952 -0.0576 -0.544
H -4.578079 0.553711 4.869901 0.3802 -0.3155 -0.2484 0.458
H -3.207519 0.903245 3.753018 0.0782 0.0036 0.2240 -0.285
C -3.726121 1.067742 -4.416602 0.0394 0.2698 -0.7096 -1.002
N -3.328495 -0.032824 -3.536929 -0.3673 0.7941 0.2346 1.082
C -3.837321 0.225375 -2.173672 0.7154 0.5890 0.5114 -0.618
P -3.310127 -1.614179 -4.058298 -0.5302 -0.3679 1.2647 0.053
O -4.548419 -2.367845 -3.800578 -0.0776 -0.3543 -0.0652 -1.029
N -2.922997 -1.582745 -5.636567 -0.4080 -0.0597 0.0955 0.645
C -1.845198 -0.848475 -6.199560 0.8612 0.3898 -0.2881 -1.249
C -3.514009 -2.498533 -6.578623 -0.0092 -0.5238 0.1497 -1.179
N -2.036678 -2.250299 -3.157223 1.3818 0.4393 -0.2793 1.110
C -0.691875 -1.575986 -3.411548 -0.8336 -0.7719 0.6001 -0.561
C -1.875369 -3.729949 -3.189898 -0.0300 0.7315 0.4320 -0.468
H -3.254848 1.049059 -5.408601 0.0620 -0.2655 0.4300 0.277
H -3.419254 2.004655 -3.952576 0.0816 0.0555 0.1055 0.217
H -4.800726 1.166840 -4.629230 -0.0288 -0.3661 0.3706 0.272
H -4.929512 0.242927 -2.078859 0.0225 -0.2223 -0.3319 0.430
H -3.486539 1.231439 -1.860359 -0.1531 -0.3401 -0.2955 0.154
H -3.438660 -0.446811 -1.401751 -0.0408 -0.2549 -0.5568 -0.344
H -2.189779 -0.336488 -7.100847 0.1755 0.2448 0.0256 0.421
H -1.432063 -0.137149 -5.483751 -0.1302 0.1011 -0.2731 0.116
H -1.023168 -1.512355 -6.495529 0.0197 0.0004 -0.1019 0.377
H -2.722778 -3.165293 -6.927907 0.0532 0.0659 -0.5318 0.338
H -4.238116 -3.167983 -6.113601 -0.2325 0.4767 0.0472 0.308
H -3.944122 -1.904674 -7.387097 -0.1071 -0.3909 -0.2383 0.357
H -0.058157 -1.799320 -2.536961 0.0018 -0.0756 -0.4902 -0.025
H -0.244653 -1.950577 -4.344722 0.1143 -0.0342 0.3385 0.210
H -0.755726 -0.486588 -3.479799 -0.3383 -0.2842 0.0836 -0.007
H -2.676318 -4.242709 -2.660342 -0.3888 0.2151 -0.3364 0.247
H -0.993579 -3.965708 -2.597684 0.3453 0.0425 -0.2110 -0.482
H -1.757265 -4.129635 -4.204812 -0.0181 0.0003 0.0688 0.321
C 8.268869 -0.881109 3.791338 0.7641 -0.7026 0.8192 -1.147
N 7.099220 -0.321225 3.194199 -0.4509 -0.4457 -0.4534 0.399
C 7.470223 0.685919 2.235218 -0.5947 0.0916 -0.6040 -0.696
P 5.733664 -0.184772 4.110853 -0.7981 1.7954 -0.3554 0.205
O 5.848475 0.677370 5.295474 -0.0680 0.0627 0.5256 -0.939
N 4.575431 0.484847 3.073721 0.5029 -0.6205 -0.2369 0.731
C 3.685146 1.514471 3.505346 -0.3106 0.8966 1.0465 -1.024
C 4.194030 -0.032984 1.771411 0.0429 -1.2001 0.3935 -0.690
N 5.314684 -1.704191 4.494565 0.5852 -0.4749 -0.2444 0.375
C 5.106131 -2.730747 3.486625 0.7956 0.2729 0.3351 -1.157
C 4.550461 -1.974323 5.678220 -0.0695 -0.1707 0.6001 -0.737
H 8.057229 -1.615343 4.576803 -0.2516 0.3388 -0.0266 0.341
H 8.883209 -0.074396 4.217892 0.0956 -0.2835 0.0108 0.359
H 8.846981 -1.438056 3.051768 0.1526 0.1907 -0.1892 0.339
H 7.971862 1.551045 2.680653 0.0862 -0.0576 0.0930 0.295
H 6.548057 1.027100 1.760122 0.4061 0.1856 -0.1915 -0.045
H 8.135256 0.213038 1.496228 -0.1800 0.3231 0.0608 0.348
H 2.684244 1.107574 3.701794 -0.0550 0.1137 0.0437 0.408
H 4.041798 2.012269 4.417157 -0.0281 -0.4047 -0.1713 0.381
H 3.581018 2.311552 2.768280 0.0302 0.0018 -0.3522 0.068
H 4.783884 0.455678 1.004881 -0.3063 0.1030 -0.6161 0.101
H 4.322196 -1.120775 1.687708 0.4624 0.2842 0.0167 -0.083
H 3.111117 0.038658 1.617906 0.1410 0.6007 -0.0879 0.436
H 5.595493 -3.631261 3.861404 -0.6220 -0.4507 0.0559 0.534
H 4.023443 -2.822244 3.320537 0.3463 -0.4577 -0.4014 0.223
H 5.705882 -2.494091 2.608582 -0.4781 0.1665 -0.2717 0.332
H 4.796723 -3.018785 5.917789 -0.6704 0.1500 0.2390 0.357
H 3.473296 -1.800694 5.497601 0.1808 -0.4366 0.1651 0.021
H 4.842787 -1.361538 6.531450 0.1305 0.1214 -0.2690 0.311
C 5.283072 6.587931 -0.244274 -0.9053 0.4257 -0.8582 -0.944
N 4.274557 6.981722 -1.298351 1.2845 0.2281 0.6415 0.214
C 4.871870 7.710439 -2.437956 0.0290 -0.1718 0.5905 -0.900
P 2.985750 5.973822 -1.552518 -0.6916 0.9419 0.8682 0.286
O 2.186304 6.437492 -2.693077 -0.2574 -0.0313 -0.8755 -1.013
N 3.459684 4.419623 -1.652121 0.0966 -0.1796 0.1881 1.000
C 3.723673 3.775246 -2.916989 0.0595 -0.4269 -0.3213 -1.090
C 4.109871 3.714277 -0.563510 -0.2065 -0.2344 -0.1975 -1.463
N 2.186511 6.036281 -0.070717 0.0201 -0.6201 -0.0931 0.557
C 1.648606 7.310345 0.401619 0.1113 -0.3590 -0.1072 -1.049
C 1.252006 4.947934 0.254806 0.7431 -0.4179 0.1066 -0.895
H 4.756766 6.309698 0.661977 -0.1279 0.1184 0.1457 0.246
H 5.894722 7.465862 -0.056340 0.1055 -0.0116 0.1337 0.474
H 5.930065 5.740900 -0.499029 -0.0359 0.1967 -0.3509 0.234
H 4.190823 8.378811 -2.951135 -0.5233 -0.2554 0.0567 0.255
H 5.314297 7.034477 -3.169399 0.1667 0.0109 -0.1032 0.264
H 5.636396 8.363364 -2.020575 0.2468 -0.0989 -0.0622 0.362
H 4.734044 4.000557 -3.265115 0.0898 -0.2443 -0.1300 0.299
H 3.614727 2.702565 -2.733487 0.2056 0.0033 -0.3244 0.079
H 3.026913 4.026198 -3.710448 -0.1596 0.3349 0.1532 0.292
H 5.210418 3.642136 -0.691874 -0.5448 -0.0957 0.0522 0.189
H 3.872368 4.175317 0.387966 0.1208 0.0709 0.1425 0.389
H 3.638541 2.728243 -0.595362 0.4711 -0.3176 0.3788 0.625
H 1.391373 7.189142 1.457512 0.1119 0.1278 0.0186 0.345
H 2.367779 8.129592 0.292608 -0.2384 -0.2265 -0.1375 0.323
H 0.714547 7.495715 -0.134952 -0.0096 0.5062 -0.0334 0.264
H 1.262596 4.863698 1.345815 -0.4374 -0.0053 0.0163 0.407
H 1.644788 3.995376 -0.120425 -0.2067 0.2506 -0.0504 -0.041
H 0.223386 5.050391 -0.127378 0.3483 0.2938 0.1700 0.134
C 4.723634 -1.443677 -7.522209 0.3626 0.1091 0.0682 -0.839
N 4.852036 -0.051714 -7.095082 -0.7236 -0.1362 -1.3846 0.363
C 4.845413 0.939137 -8.227498 -0.0600 -0.7041 0.9845 -0.833
P 5.324593 0.442234 -5.612089 -0.3315 1.0043 0.8513 -0.031
O 4.862491 1.812760 -5.306005 0.0496 0.3598 -0.3408 -0.890
N 4.769988 -0.704235 -4.552975 -0.3435 -0.7471 0.0512 0.916
C 3.316980 -0.933887 -4.435151 0.3771 -0.0205 -0.3954 -1.343
C 5.427845 -0.916717 -3.265791 -0.0329 0.1779 0.2092 -1.373
N 6.963235 0.354894 -5.506880 0.1053 -0.5110 0.3523 0.566
C 7.591175 -0.930613 -5.697510 0.4595 -0.3466 0.0374 -1.150
C 7.809968 1.522048 -5.682688 -0.2368 -0.2192 0.6879 -0.871
H 5.453118 -2.094740 -7.027174 -0.3212 0.0615 0.0913 0.270
H 5.010382 -1.417662 -8.573114 -0.3120 -0.5904 -0.0307 0.429
H 3.705959 -1.852143 -7.390971 0.3679 0.1220 -0.1373 0.130
H 5.760772 1.529152 -8.205543 -0.1977 0.3749 0.1204 0.259
H 3.934387 1.551042 -8.188918 0.4453 0.0140 -0.1449 0.152
H 4.890627 0.361585 -9.152294 -0.2557 0.2018 0.0544 0.386
H 3.174065 -1.940758 -4.034429 -0.1330 0.1106 -0.0213 -0.073
H 2.845513 -0.200753 -3.772171 -0.0365 -0.0424 -0.0531 0.753
H 2.842421 -0.898613 -5.417476 0.0179 0.0490 0.0475 0.331
H 4.674296 -1.276873 -2.565532 -0.0200 0.0994 0.0588 0.521
H 6.169776 -1.714797 -3.316636 0.2831 0.2082 -0.0209 0.276
H 5.846040 0.006502 -2.836866 0.0740 -0.3004 -0.1954 0.306
H 8.479073 -0.971773 -5.062398 0.2601 0.0025 -0.2621 0.391
H 6.970457 -1.746028 -5.328759 -0.2530 0.1095 -0.1399 0.294
H 7.856032 -1.164775 -6.744312 0.0502 0.1975 0.2405 0.259
H 8.769145 1.289794 -5.220777 0.1708 0.1047 -0.1026 0.347
H 7.368839 2.352768 -5.134528 -0.0154 0.1029 -0.2359 0.182
H 7.955860 1.780851 -6.726254 0.1198 0.1424 -0.2529 0.268
C -2.508797 3.915712 4.399361 -0.3748 0.1906 0.2491 -1.194
N -1.510886 2.904719 4.634144 -0.1670 0.0758 -0.7101 1.051
C -0.775951 2.630119 3.431460 0.4838 -0.5818 -0.3756 -0.067
P -1.149575 2.229757 6.066572 1.2171 0.1597 0.6923 0.151
O -0.125501 1.182681 5.905232 0.3175 -0.5372 -0.1381 -0.883
N -0.640679 3.532387 6.996300 0.0027 0.5172 0.0610 0.233
C -0.559963 3.406281 8.455459 -0.1775 -0.3578 -0.5866 -0.899
C 0.482147 4.308537 6.472357 0.0421 0.0071 -0.3329 -0.957
N -2.488679 1.648073 6.782320 -1.1177 -0.2678 1.3154 0.626
C -3.691845 2.506899 7.023058 0.6451 -1.2496 0.2907 -1.194
C -2.401995 0.495455 7.756858 -0.1473 1.1265 -1.2011 -0.915
H -2.192600 4.566026 3.590880 0.2827 0.2364 -0.1146 0.441
H -2.579693 4.523951 5.301979 -0.5703 0.0403 -0.0861 0.424
H -3.462731 3.474682 4.055100 0.1253 0.2263 0.4532 0.033
H -0.119918 3.486366 3.211506 -0.3107 -0.0730 -0.4564 0.401
H -1.511261 2.416846 2.641817 0.4180 0.3486 -0.2146 -0.167
H -0.118691 1.759855 3.494534 -0.1567 0.0305 0.3851 -0.505
H -1.489979 2.938558 8.797222 0.2318 0.3929 0.2686 0.231
H 0.280596 2.787641 8.791866 0.0225 -0.0898 -0.1261 0.247
H -0.393908 4.405921 8.858618 -0.3709 -0.0615 0.2215 0.339
H 0.369407 4.547083 5.414012 -0.2491 -0.2430 -0.0800 0.191
H 0.538152 5.288498 6.961603 0.0812 -0.3125 0.2259 0.393
H 1.424674 3.753681 6.565528 0.0317 0.2328 0.1837 0.334
H -3.502781 3.329832 7.736977 -0.0248 0.0237 -0.7045 0.209
H -4.141787 2.761682 6.060402 0.0437 0.4327 0.4061 0.264
H -4.375414 1.829432 7.536804 -0.3337 0.2710 -0.1736 0.537
H -2.053250 0.822114 8.742061 -0.1738 -0.1459 -0.0246 0.260
H -1.740663 -0.276441 7.368529 -0.0279 0.1009 0.0005 0.068
H -3.437405 0.157820 7.774860 0.2366 -0.4794 0.4365 0.479
C 2.267362 -3.653122 -0.214656 -0.0977 -0.4067 -0.8627 0.063
N 2.773853 -5.002973 -0.045236 -0.7754 0.0528 -0.0650 0.357
C 3.782784 -5.053412 0.981851 -0.0688 -0.0756 0.3701 -1.113
P 2.569967 -6.239350 -1.131182 -0.1997 -0.0669 0.9750 0.208
O 3.051685 -7.498664 -0.554852 0.5148 -0.5062 0.0256 -0.904
N 0.965813 -6.159332 -1.539417 -0.4671 0.0800 -0.3428 0.689
C 0.466576 -7.063846 -2.574140 0.1504 0.1721 0.1135 -0.991
C -0.071347 -5.918677 -0.561250 -0.0031 0.0970 0.1137 -0.809
N 3.319256 -5.878649 -2.535837 0.2880 0.2882 -0.6750 0.621
C 2.901042 -4.773313 -3.370738 0.0139 -0.0719 0.1052 -0.605
C 4.420634 -6.619174 -3.092354 0.6475 0.1181 -0.0362 -1.120
H 3.113415 -3.030940 -0.514513 -0.0287 0.5151 0.0703 0.388
H 1.796333 -3.281456 0.698007 0.1173 -0.0160 -0.0362 -0.108
H 1.539642 -3.643486 -1.038467 0.0419 0.1484 0.4007 -0.556
H 4.516549 -4.261024 0.788216 0.2061 -0.1177 0.1262 0.256
H 4.267151 -6.026078 1.042523 -0.0550 0.0379 -0.1661 0.496
H 3.296262 -4.851469 1.940841 0.1928 0.0556 0.1136 0.258
H 0.171114 -8.030972 -2.156533 0.2147 -0.0898 0.0543 0.343
H -0.437193 -6.652160 -3.031338 0.1169 0.2015 -0.0775 0.197
H 1.231285 -7.203499 -3.328108 0.0389 -0.1504 -0.2243 0.308
H -0.887778 -5.408272 -1.079098 -0.0499 0.2014 0.2989 0.027
H -0.494559 -6.855331 -0.185731 0.1366 -0.0605 0.2161 0.298
H 0.330679 -5.323393 0.259281 -0.3271 -0.0533 0.0168 0.342
H 2.461859 -5.178306 -4.289687 -0.1029 0.3571 -0.1285 0.245
H 2.178633 -4.147315 -2.841975 0.0408 -0.1440 -0.3428 -0.262
H 3.777692 -4.161993 -3.625963 -0.1684 -0.0153 -0.0622 0.526
H 4.109702 -7.306561 -3.878517 -0.0824 -0.2855 -0.0072 0.322
H 5.003882 -7.135389 -2.330083 -0.3303 -0.1797 -0.0119 0.280
H 5.104457 -5.906351 -3.567891 0.0192 -0.0151 0.0316 0.332
C -1.388371 -0.624183 1.509064 0.9075 -0.7546 -0.8661 0.636
C -0.445897 -0.577361 0.240553 -1.6322 0.4265 0.7421 0.368
C -0.466364 0.869653 -0.292793 1.0592 -0.6554 0.3786 2.245
C 0.420123 1.040623 -1.441540 0.5298 0.8594 -1.5151 -1.797
N 1.092812 1.287399 -2.356512 -0.7534 -0.5442 1.2525 0.406
H -1.076672 0.006143 2.343842 0.1429 0.0660 -0.2591 -1.306
H -1.461005 -1.659054 1.864044 0.0073 0.1924 0.0078 0.556
H -2.382235 -0.321993 1.195341 -0.2348 0.1325 -0.0035 -0.086
H -0.914613 -1.217124 -0.504270 -0.0342 -0.1484 -0.1511 -0.553
H 0.554491 -0.970664 0.387713 0.1884 0.1775 0.3480 0.246
H -0.042868 1.526540 0.471736 -0.2815 0.1688 0.0850 -0.190
H -1.475775 1.193219 -0.529433 0.0053 0.1215 -0.1026 -0.364
C -0.863666 4.150520 -4.524544 0.1585 0.3362 0.3795 -0.357
C -1.702077 5.354546 -4.057541 0.2383 0.3724 -1.3146 -1.004
C -1.496733 5.763533 -2.608993 0.6954 -0.5862 -0.2644 0.162
C -1.765332 4.648917 -1.722104 -1.0145 -2.2948 3.0480 0.184
N -1.971028 3.808390 -0.922647 0.5294 2.1114 -2.3814 -0.468
H -0.993667 3.914119 -5.591776 -0.2702 0.1082 0.4065 0.358
H -1.133766 3.278831 -3.907630 0.2932 0.0421 -0.3142 -0.067
H 0.207891 4.388867 -4.397131 -0.3732 -0.2085 0.1821 0.190
H -2.754729 5.217443 -4.303016 -0.1410 -0.2114 0.2734 0.376
H -1.413162 6.233462 -4.637877 0.0746 -0.0225 -0.1286 0.417
H -2.100939 6.629236 -2.352606 -0.0389 -0.0094 0.1803 0.434
H -0.430157 5.986388 -2.457884 -0.0970 0.2800 -0.0662 -0.166
C 0.115360 -1.488311 4.676994 0.2306 -0.7786 -0.5367 0.157
C 0.532911 -2.496268 3.666745 0.2113 -0.3597 -0.1409 0.183
N 0.879451 -3.291186 2.898577 -0.3963 0.8580 0.7544 -0.485
H -0.346514 -2.004609 5.522924 -0.0199 0.1347 -0.1629 0.381
H -0.585824 -0.790352 4.219867 0.1212 -0.0420 0.2656 -0.484
H 0.992063 -0.956710 5.038534 -0.0876 0.1664 -0.0326 0.129
C 1.574931 1.968818 -5.763485 -0.8305 1.4303 0.4180 0.830
C 0.588337 1.841247 -6.844167 1.5321 -0.3802 0.9214 0.098
N -0.160702 1.661167 -7.684337 -0.8546 -0.0166 -0.7993 -0.582
H 2.322427 1.202637 -5.664997 -0.0298 -0.4111 -0.2897 -0.323
H 1.006969 2.090254 -4.836846 0.1481 -0.4544 0.1047 -0.435
H 2.103043 2.922615 -5.830079 0.0936 -0.0920 -0.3795 0.448